No. 1
Computed, not measured: the molecule CH3N5O in a non-equilibrium geometry, with ωB97M-V with the def2-TZVPD basis set.

Structure (XYZ):
```
10
Properties=species:S:1:pos:R:3:forces:R:3:nbo_charge:R:1
C -0.251 -0.346 -0.465 -5.45 5.80 0.43 0.389
H -0.456 1.765 -2.614 1.41 -1.39 0.18 0.474
H 0.447 -1.076 2.417 0.72 0.37 0.16 0.400
H -1.272 -0.016 1.211 -4.87 4.13 1.85 0.373
N -0.917 0.625 -1.214 3.68 -3.64 0.25 -0.190
N 1.032 -0.434 -0.422 7.84 -1.28 2.66 -0.262
N 1.516 -0.510 0.857 -1.28 0.06 -5.12 0.075
N 0.502 -0.389 1.662 -2.73 -1.57 -0.65 -0.238
N -0.713 -0.625 0.834 4.11 -3.81 -0.61 -0.440
O 0.111 1.007 -2.266 -3.43 1.32 0.84 -0.580
```
Forces are in eV/Å.

Its strongest force on any atom is 8.37 eV/Å. The value obtained for the relative energy (zero: lowest compared OMol25 entry of this formula, charge and spin) is 441.07 kJ/mol. As for the multiplicity: 1.

=====

No. 2
Computed, not measured: the molecule CH3N5O in a non-equilibrium geometry, with ωB97M-V with the def2-TZVPD basis set.

Structure (XYZ):
```
10
Properties=species:S:1:pos:R:3:forces:R:3:nbo_charge:R:1
C -0.414 1.069 -0.169 -0.14 -4.62 1.74 0.607
H 1.296 -1.406 -0.670 1.37 0.15 -0.32 0.385
H 1.042 -1.404 0.818 0.39 -0.23 1.52 0.386
H 1.396 0.998 -0.022 -1.39 2.27 0.49 0.514
N 1.282 -0.743 0.108 -3.66 -0.64 -2.18 -0.626
N -0.118 -0.289 -0.217 0.31 0.56 0.08 -0.149
N -1.251 -0.989 -0.033 -0.16 -0.28 0.14 -0.092
N -2.199 -0.129 0.079 1.50 -0.01 -0.31 -0.029
N -1.682 1.143 0.054 -1.27 1.65 -0.47 -0.360
O 0.647 1.749 0.052 3.06 1.15 -0.68 -0.637
```
Forces are in eV/Å.

Its strongest force on any atom is 4.94 eV/Å. The value obtained for the relative energy (zero: lowest compared OMol25 entry of this formula, charge and spin) is 157.52 kJ/mol. As for the multiplicity: 1.

=====

No. 3
Computed, not measured: the molecule CH3N5O2 in a non-equilibrium geometry, with ωB97M-V with the def2-TZVPD basis set.

Structure (XYZ):
```
11
Properties=species:S:1:pos:R:3:forces:R:3:nbo_charge:R:1
C -0.092 1.152 -0.028 -2.98 -2.45 1.45 -0.163
N 1.527 1.267 -0.701 4.17 -1.84 -1.23 -0.031
N 2.224 0.398 -0.853 -1.68 2.03 0.33 0.086
N -0.051 0.220 0.981 -1.60 2.63 -4.34 -0.279
N -0.067 -1.089 0.863 1.05 -1.85 0.36 -0.261
N -0.751 -1.612 -0.185 -0.38 1.37 0.31 0.584
O -0.850 -2.814 -0.161 -0.11 -0.10 -0.55 -0.364
O -1.278 -0.845 -1.045 0.10 -1.49 0.21 -0.509
H -0.434 2.141 0.247 0.72 0.12 0.03 0.233
H -0.471 0.654 -0.961 0.15 1.10 1.04 0.305
H 0.245 0.528 1.843 0.55 0.47 2.38 0.398
```
Forces are in eV/Å.

Its strongest force on any atom is 5.32 eV/Å. The value obtained for the relative energy (zero: lowest compared OMol25 entry of this formula, charge and spin) is 247.16 kJ/mol. As for the multiplicity: 1.

=====

No. 4
Computed, not measured: the molecule CH3N5Se in a non-equilibrium geometry, with ωB97M-V with the def2-TZVPD basis set.

Structure (XYZ):
```
10
Properties=species:S:1:pos:R:3:forces:R:3:nbo_charge:R:1
C 1.803 0.275 -0.530 0.44 -0.62 -0.33 -0.047
N 1.052 1.089 -0.159 -0.36 0.77 -0.10 -0.071
N 0.157 1.922 -0.101 -0.33 1.87 0.43 -0.156
N -1.107 1.360 -0.029 -1.31 -2.22 0.70 -0.116
N -1.025 0.179 0.407 0.34 0.45 -0.35 -0.072
N -2.095 -0.601 0.577 1.08 -1.81 0.54 -0.613
Se 2.870 -1.022 0.134 0.29 -0.21 0.69 0.205
H -1.797 -1.617 0.716 -0.87 2.39 -0.33 0.393
H -3.016 -0.406 0.233 -0.19 0.35 -0.39 0.375
H 3.159 -1.179 -1.248 0.92 -0.96 -0.86 0.102
```
Forces are in eV/Å.

Its strongest force on any atom is 2.68 eV/Å. The value obtained for the relative energy (zero: lowest compared OMol25 entry of this formula, charge and spin) is 263.50 kJ/mol. As for the multiplicity: 1.

=====

No. 5
Computed, not measured: a 2-piece molecular cluster, CH3NO overall in a non-equilibrium geometry, with ωB97M-V with the def2-TZVPD basis set.

Structure (XYZ):
```
6
Properties=species:S:1:pos:R:3:forces:R:3:nbo_charge:R:1
C -0.559 -0.174 -0.318 -2.28 -2.15 3.13 0.670
N 0.616 0.261 0.027 2.23 0.35 2.59 -0.835
O -1.135 -0.204 -1.343 -0.50 0.10 -0.46 -0.560
H -1.072 -0.786 1.111 0.77 1.26 -3.46 -0.085
H 0.877 0.094 1.000 -0.24 0.18 -0.74 0.408
H 1.274 0.809 -0.477 0.02 0.27 -1.07 0.403
```
Forces are in eV/Å.

Its strongest force on any atom is 4.43 eV/Å. The value obtained for the relative energy (zero: lowest compared OMol25 entry of this formula, charge and spin) is 182.41 kJ/mol. As for the multiplicity: 1.

=====

No. 6
Computed, not measured: the molecule CH3NO in a non-equilibrium geometry, with ωB97M-V with the def2-TZVPD basis set.

Structure (XYZ):
```
6
Properties=species:S:1:pos:R:3:forces:R:3:nbo_charge:R:1
C -0.384 0.470 0.339 0.60 -3.17 -0.25 0.526
N 0.248 -0.569 -0.408 -3.94 2.20 1.65 -0.861
O 0.438 1.127 0.911 -0.68 2.11 0.71 -0.582
H -1.483 0.520 0.449 0.37 0.07 -0.21 0.140
H 0.118 -1.418 -0.829 -1.31 -1.98 -1.09 0.396
H 1.063 -0.128 -0.463 4.95 0.76 -0.81 0.382
```
Forces are in eV/Å.

Its strongest force on any atom is 5.08 eV/Å. The value obtained for the relative energy (zero: lowest compared OMol25 entry of this formula, charge and spin) is 110.26 kJ/mol. As for the multiplicity: 1.

=====

No. 7
Computed, not measured: a 2-piece molecular cluster, CH3NO overall in a non-equilibrium geometry, with ωB97M-V with the def2-TZVPD basis set.

Structure (XYZ):
```
6
Properties=species:S:1:pos:R:3:forces:R:3:nbo_charge:R:1
C -0.208 0.553 0.122 0.28 0.60 -3.18 0.004
N 0.423 -0.686 0.464 2.38 -1.94 -2.06 -0.161
O -0.912 -0.664 0.114 -0.84 -0.01 -0.48 -0.359
H -0.464 1.106 0.963 -0.16 1.33 1.40 0.170
H -0.085 1.211 -0.871 -0.07 -2.10 2.07 0.184
H 1.245 -1.520 -0.792 -1.60 2.12 2.26 0.161
```
Forces are in eV/Å.

Its strongest force on any atom is 3.70 eV/Å. The value obtained for the relative energy (zero: lowest compared OMol25 entry of this formula, charge and spin) is 612.86 kJ/mol. As for the multiplicity: 1.

=====

No. 8
Computed, not measured: the molecule CH3NO2 in a non-equilibrium geometry, with ωB97M-V with the def2-TZVPD basis set.

Structure (XYZ):
```
7
Properties=species:S:1:pos:R:3:forces:R:3:nbo_charge:R:1
C 0.272 -0.266 0.406 2.89 0.47 3.60 0.074
N -0.139 0.908 -0.369 1.50 0.56 1.41 -0.341
O 0.307 -1.038 -0.736 0.01 -0.68 -0.98 -0.252
O -0.420 0.012 -1.404 -0.59 -1.20 -2.48 -0.128
H 1.320 -0.267 1.032 -1.81 0.60 -2.07 0.149
H -0.325 -0.680 1.213 -1.29 0.17 -0.21 0.151
H -1.014 1.331 -0.142 -0.70 0.08 0.73 0.346
```
Forces are in eV/Å.

Its strongest force on any atom is 4.64 eV/Å. The value obtained for the relative energy (zero: lowest compared OMol25 entry of this formula, charge and spin) is 684.49 kJ/mol. As for the multiplicity: 1.

=====

No. 9
Computed, not measured: a 2-piece molecular cluster, CH3NO2P overall in a non-equilibrium geometry, with ωB97M-V with the def2-TZVPD basis set.

Structure (XYZ):
```
8
Properties=species:S:1:pos:R:3:forces:R:3:nbo_charge:R:1
C -0.406 -1.959 0.148 2.32 -0.95 -1.39 1.012
N -0.298 2.032 0.332 -2.98 1.72 1.29 -1.407
O 0.380 -2.634 -0.415 -0.29 0.58 0.19 -0.593
O -1.303 -1.590 0.751 -2.55 0.26 1.54 -0.553
P 0.372 0.681 -0.092 2.16 -1.74 -1.72 0.549
H -1.251 1.854 0.760 1.43 0.20 -0.85 0.330
H 1.733 1.024 0.114 0.52 -0.33 0.10 -0.137
H 0.775 0.591 -1.599 -0.61 0.26 0.83 -0.200
```
Forces are in eV/Å.

Its total charge is -1. Its strongest force on any atom is 3.67 eV/Å. The value obtained for the relative energy (zero: lowest compared OMol25 entry of this formula, charge and spin) is 146.51 kJ/mol. As for the multiplicity: 1.

=====

No. 10
Computed, not measured: a 2-piece molecular cluster, CH3NO2P overall in a non-equilibrium geometry, with ωB97M-V with the def2-TZVPD basis set.

Structure (XYZ):
```
8
Properties=species:S:1:pos:R:3:forces:R:3:nbo_charge:R:1
C 1.611 0.348 0.412 -0.09 -1.65 -1.19 0.932
N 1.992 -0.660 -0.121 1.58 -1.28 -0.66 -0.841
O 1.697 1.432 0.751 -0.28 3.35 1.51 -0.556
O -0.524 -0.131 0.532 -0.82 0.09 0.47 -1.243
P -2.047 0.001 0.222 0.83 -0.73 -1.56 0.671
H 1.615 -1.569 -0.141 -0.93 -0.28 0.15 0.401
H -2.107 -0.713 -1.188 -0.36 0.72 1.18 -0.193
H -2.237 1.292 -0.466 0.07 -0.22 0.09 -0.171
```
Forces are in eV/Å.

Its total charge is -1. Its strongest force on any atom is 3.68 eV/Å. The value obtained for the relative energy (zero: lowest compared OMol25 entry of this formula, charge and spin) is 96.67 kJ/mol. As for the multiplicity: 1.